{
  "formula": "C13H53B7Br3MnO6S3V",
  "method": "wB97M-V/def2-TZVPD",
  "e_homo_ev": [-2.617, -3.117],
  "total_charge": -2,
  "spin_multiplicity": 8,
  "gap_ev": [5.876, 6.374],
  "elements": ["Mn", "V", "B", "H", "H", "H", "H", "B", "H", "H", "H", "H", "B", "H", "H", "H", "H", "B", "H", "H", "H", "H", "B", "H", "H", "H", "H", "B", "H", "H", "H", "H", "B", "H", "H", "H", "H", "C", "Br", "Br", "Br", "H", "C", "C", "C", "S", "O", "O", "C", "H", "H", "H", "H", "H", "H", "H", "H", "C", "C", "C", "S", "O", "O", "C", "H", "H", "H", "H", "H", "H", "H", "H", "C", "C", "C", "S", "O", "O", "C", "H", "H", "H", "H", "H", "H", "H", "H"],
  "coordinates": [[-7.34258, -24.88179, 10.60971], [-6.69785, -20.45562, 10.04925], [-7.98307, -25.89121, 12.45831], [-8.44479, -26.28376, 13.43858], [-7.30346, -26.68219, 11.95207], [-8.80999, -25.56242, 11.76511], [-7.35037, -24.97454, 12.64332], [-8.51760, -20.34735, 11.37680], [-7.58093, -20.57049, 11.94691], [-9.39468, -20.40001, 12.11886], [-8.47713, -19.33362, 10.89898], [-8.57950, -21.12598, 10.57818], [-6.08100, -22.69450, 10.79400], [-6.72889, -22.35387, 9.94198], [-6.76015, -23.26951, 11.50828], [-5.31022, -23.47806, 10.46669], [-5.61483, -21.76037, 11.20441], [-5.71496, -18.61978, 11.06528], [-6.22088, -18.58891, 10.06365], [-5.74865, -19.62519, 11.55852], [-4.62180, -18.30989, 10.85059], [-6.23542, -17.88773, 11.78819], [-9.27589, -23.68174, 9.85621], [-8.79221, -24.52955, 9.28343], [-10.35420, -23.97779, 10.15040], [-8.73819, -23.46601, 10.82494], [-9.32563, -22.78399, 9.14252], [-4.91222, -20.62300, 8.56510], [-3.91637, -20.68746, 7.98421], [-4.78322, -20.73014, 9.67369], [-5.44077, -19.65253, 8.36795], [-5.58632, -21.47543, 8.27587], [-8.22975, -20.12984, 8.29275], [-8.39638, -20.18502, 7.15287], [-7.59549, -19.26025, 8.61919], [-9.22895, -20.01766, 8.84745], [-7.75124, -21.08262, 8.65444], [-2.30263, -21.21435, 11.29787], [-0.54744, -20.46374, 11.57342], [-3.41032, -20.96696, 12.96106], [-2.29967, -23.07254, 10.86018], [-2.87040, -20.68060, 10.53776], [-3.76373, -26.24046, 6.63730], [-3.14546, -25.24293, 7.58535], [-3.97579, -23.96513, 7.66635], [-5.67169, -24.60310, 7.42577], [-6.24202, -24.00486, 6.25852], [-6.33382, -24.54055, 8.71849], [-5.21279, -26.35865, 7.14285], [-3.33686, -27.24146, 6.57660], [-3.83102, -25.86879, 5.61028], [-2.08617, -25.06216, 7.37988], [-3.07684, -25.66963, 8.59175], [-3.74180, -23.22694, 6.90149], [-3.96601, -23.43559, 8.61475], [-5.95123, -26.81806, 6.48967], [-5.24453, -26.82122, 8.12954], [-4.01815, -26.20652, 14.35060], [-4.96578, -27.35704, 14.00569], [-4.64072, -27.76310, 12.56348], [-4.17522, -26.24416, 11.67068], [-5.32418, -25.81233, 10.88270], [-2.84120, -26.40036, 11.10374], [-4.10105, -25.21903, 13.21630], [-2.98460, -26.53437, 14.49420], [-4.32099, -25.82346, 15.32687], [-6.02559, -27.12968, 14.09810], [-4.63165, -28.21350, 14.59453], [-5.42255, -28.27347, 12.00685], [-3.73648, -28.37263, 12.58748], [-5.05411, -24.68584, 13.27313], [-3.33431, -24.44767, 13.22274], [-8.89442, -23.86317, 15.44397], [-10.21853, -24.32714, 16.00199], [-11.24110, -24.28329, 14.87755], [-10.95126, -22.67674, 14.14580], [-11.36081, -21.54246, 14.97807], [-11.30380, -22.69788, 12.74862], [-9.11696, -22.83881, 14.30250], [-8.30658, -24.66377, 14.98908], [-8.22791, -23.47844, 16.21844], [-10.61884, -23.66573, 16.77835], [-10.22362, -25.28994, 16.51942], [-12.27008, -24.48056, 15.16897], [-10.98271, -24.91151, 14.02061], [-8.60729, -21.89903, 14.48549], [-8.90734, -23.21702, 13.30146]],
  "lowdin_charge": [0.708, 0.657, -0.434, -0.004, -0.020, -0.021, -0.031, -0.420, -0.020, 0.021, -0.001, -0.040, -0.475, -0.015, -0.005, -0.015, -0.033, -0.425, -0.033, -0.066, -0.005, 0.001, -0.390, -0.045, -0.014, -0.048, 0.003, -0.431, 0.010, -0.058, -0.015, -0.016, -0.382, 0.000, -0.019, -0.007, -0.044, -1.497, 0.542, 0.577, 0.694, -0.033, -0.223, -0.237, -0.192, 0.736, -0.279, -0.396, -0.204, 0.109, 0.115, 0.116, 0.091, 0.111, 0.038, 0.101, 0.091, -0.226, -0.204, -0.217, 0.726, -0.397, -0.357, -0.199, 0.115, 0.119, 0.103, 0.109, 0.100, 0.096, 0.109, 0.062, -0.218, -0.247, -0.238, 0.675, -0.357, -0.308, -0.167, 0.076, 0.105, 0.106, 0.106, 0.103, 0.106, 0.108, 0.083]
}



{
  "formula": "C41H86N2NbO27",
  "method": "wB97M-V/def2-TZVPD",
  "e_homo_ev": -4.468,
  "total_charge": -1,
  "gap_ev": 6.331,
  "elements": ["C", "C", "Nb", "C", "O", "C", "C", "C", "C", "O", "N", "O", "N", "C", "C", "H", "H", "H", "H", "H", "H", "H", "H", "H", "H", "H", "H", "H", "H", "H", "H", "H", "H", "H", "H", "H", "H", "C", "C", "O", "C", "O", "O", "C", "H", "H", "H", "H", "H", "H", "H", "H", "C", "C", "O", "C", "O", "O", "C", "H", "H", "H", "H", "H", "H", "H", "H", "C", "C", "O", "C", "O", "O", "C", "H", "H", "H", "H", "H", "H", "H", "H", "C", "C", "O", "C", "O", "O", "C", "H", "H", "H", "H", "H", "H", "H", "H", "C", "C", "O", "C", "O", "O", "C", "H", "H", "H", "H", "H", "H", "H", "H", "C", "C", "O", "C", "O", "O", "C", "H", "H", "H", "H", "H", "H", "H", "H", "C", "C", "O", "C", "O", "O", "C", "H", "H", "H", "H", "H", "H", "H", "H", "C", "C", "O", "C", "O", "O", "C", "H", "H", "H", "H", "H", "H", "H", "H"],
  "coordinates": [[-0.49058, -7.27926, 4.29931], [-0.13013, -5.99205, 4.36903], [-1.01626, -4.24785, 3.20202], [0.88526, -3.08300, 3.78721], [2.13594, -3.78903, 3.75434], [2.64013, -4.00618, 2.45998], [3.97169, -3.29032, 2.24690], [4.49106, -3.62379, 0.85167], [-2.79939, -5.41726, 2.32051], [-2.78275, -5.40780, 0.83271], [-2.03065, -6.40298, 0.33133], [-1.87929, -6.29648, -0.83856], [-2.05765, -3.50946, 4.88321], [-3.40382, -2.92465, 4.76882], [-3.49991, -1.64894, 3.92985], [-1.45599, -7.63200, 3.95584], [0.19084, -8.05614, 4.64610], [0.69467, -5.77804, 5.04885], [-1.41791, -2.76413, 2.19027], [-0.09337, -4.78286, 1.71996], [0.72590, -2.86006, 4.84886], [0.98737, -2.11239, 3.28835], [1.94206, -3.66268, 1.69901], [2.80505, -5.07930, 2.33125], [3.78509, -2.22019, 2.32643], [4.68587, -3.63176, 2.99297], [5.41100, -3.09500, 0.61740], [4.64248, -4.69867, 0.76898], [3.75226, -3.36845, 0.09287], [-3.77104, -4.97515, 2.53407], [-2.79274, -6.47442, 2.58686], [-1.48199, -2.76558, 5.27247], [-4.13832, -3.66062, 4.45188], [-3.72611, -2.63737, 5.77771], [-4.35174, -1.07269, 4.30177], [-3.71689, -1.88423, 2.89292], [-2.61486, -1.03215, 4.04193], [8.54495, -5.15364, -4.40903], [9.19332, -5.67122, -3.14317], [9.72581, -4.61090, -2.33573], [8.81799, -3.91342, -1.65051], [7.63331, -4.11183, -1.64020], [9.45453, -2.95398, -0.97959], [8.59342, -2.11366, -0.20193], [9.24808, -4.53702, -4.97084], [8.22726, -5.98648, -5.03634], [7.67283, -4.54382, -4.18036], [10.05053, -6.29609, -3.38720], [8.49937, -6.26996, -2.55394], [7.98356, -2.70462, 0.47685], [7.95543, -1.51877, -0.85281], [9.23729, -1.45442, 0.37231], [-3.15937, 0.94315, -1.80786], [-2.36436, 0.53778, -0.58701], [-1.67133, 1.65144, 0.00264], [-2.41865, 2.49705, 0.69926], [-3.60481, 2.42595, 0.89252], [-1.62312, 3.47095, 1.14882], [-2.30472, 4.51297, 1.85794], [-2.51362, 1.44006, -2.53395], [-3.59848, 0.06156, -2.27482], [-3.96263, 1.63384, -1.55374], [-1.59076, -0.17274, -0.86804], [-2.99517, 0.05358, 0.15712], [-2.90810, 4.10752, 2.66727], [-2.93119, 5.08421, 1.17435], [-1.53316, 5.15864, 2.26981], [4.48644, 2.40443, -1.09827], [4.34739, 1.96310, 0.34019], [5.54421, 1.34722, 0.84308], [6.53867, 2.17240, 1.14181], [6.53470, 3.37201, 1.04357], [7.55718, 1.43442, 1.59067], [8.73605, 2.17995, 1.89442], [4.79592, 1.56997, -1.72911], [3.53596, 2.79188, -1.46492], [5.23637, 3.18855, -1.19605], [3.57990, 1.19694, 0.42786], [4.06473, 2.79441, 0.98576], [8.51781, 2.99046, 2.58593], [9.17867, 2.57738, 0.98202], [9.42619, 1.48098, 2.35803], [-2.37120, -3.56315, -4.39328], [-1.30598, -2.51230, -4.60731], [-1.20403, -2.10940, -5.98963], [-2.15487, -1.29666, -6.42737], [-3.07080, -0.84938, -5.78771], [-1.92509, -1.04816, -7.72191], [-2.92074, -0.23849, -8.34549], [-2.19853, -4.41896, -5.04676], [-2.36299, -3.90531, -3.35848], [-3.36226, -3.17169, -4.61925], [-0.32609, -2.91361, -4.35967], [-1.47292, -1.63539, -3.98206], [-3.06863, 0.68966, -7.79784], [-3.86212, -0.78178, -8.41442], [-2.55338, -0.01941, -9.34399], [-7.69900, -7.23558, -7.31445], [-6.91933, -7.51565, -6.04741], [-6.29003, -6.33658, -5.52958], [-7.09877, -5.48497, -4.90095], [-8.27995, -5.63187, -4.71918], [-6.37231, -4.44398, -4.50646], [-7.12006, -3.40073, -3.87651], [-7.05599, -6.76409, -8.05883], [-8.09259, -8.16480, -7.72694], [-8.53383, -6.56439, -7.11981], [-6.10135, -8.20314, -6.25302], [-7.54860, -7.96517, -5.27973], [-7.70827, -3.78923, -3.04884], [-7.76903, -2.91186, -4.60150], [-6.39007, -2.68889, -3.50367], [3.11044, 8.54608, 4.40909], [2.50954, 8.58131, 3.02022], [2.76276, 7.37295, 2.29182], [2.01335, 6.32680, 2.64462], [1.14522, 6.33102, 3.47922], [2.37954, 5.28859, 1.90348], [1.70590, 4.06387, 2.22272], [4.17741, 8.32634, 4.35498], [2.97339, 9.50829, 4.90298], [2.64084, 7.77624, 5.01885], [2.97406, 9.36844, 2.42912], [1.43753, 8.77521, 3.05206], [0.62845, 4.19086, 2.19375], [2.01752, 3.70486, 3.20201], [1.99806, 3.34307, 1.46646], [-6.94723, 5.90053, 6.73926], [-6.38831, 4.67606, 7.43217], [-6.64455, 3.47432, 6.69500], [-5.86771, 3.28574, 5.62508], [-4.97991, 4.01485, 5.26402], [-6.23903, 2.15485, 5.03943], [-5.52550, 1.85547, 3.83142], [-8.01206, 5.77109, 6.54097], [-6.81002, 6.78280, 7.36493], [-6.44803, 6.07254, 5.78730], [-6.88198, 4.52869, 8.39102], [-5.31899, 4.77406, 7.61807], [-4.45198, 1.86182, 3.99968], [-5.78776, 2.56989, 3.05373], [-5.83014, 0.86236, 3.51796], [-0.20464, 6.87598, -4.63954], [-0.26977, 6.43812, -3.19219], [0.95552, 5.83287, -2.75617], [1.95551, 6.67459, -2.50489], [1.91367, 7.87489, -2.58735], [3.01342, 5.95461, -2.13950], [4.20006, 6.71609, -1.90170], [0.07750, 6.03713, -5.27697], [-1.17553, 7.25221, -4.96203], [0.53338, 7.66451, -4.77749], [-1.02482, 5.66489, -3.06634], [-0.52643, 7.26660, -2.53247], [4.01433, 7.51087, -1.18346], [4.57299, 7.13389, -2.83572], [4.92912, 6.02138, -1.49539]],
  "lowdin_charge": [-0.172, -0.325, 1.493, -0.387, -0.274, -0.309, -0.236, -0.117, -0.311, -0.243, -0.128, -0.027, -0.237, -0.405, -0.146, 0.002, 0.019, 0.006, -0.114, -0.093, 0.034, 0.030, 0.082, 0.120, 0.103, 0.104, 0.047, 0.071, 0.072, 0.024, 0.018, 0.013, 0.078, 0.085, 0.046, 0.044, 0.060, -0.067, -0.215, 0.033, -0.615, 0.129, 0.004, -0.032, 0.080, 0.079, 0.075, 0.120, 0.124, 0.090, 0.100, 0.089, -0.065, -0.197, 0.044, -0.610, 0.118, -0.010, -0.025, 0.080, 0.078, 0.071, 0.124, 0.125, 0.092, 0.099, 0.082, -0.054, -0.202, 0.045, -0.614, 0.123, -0.001, -0.044, 0.083, 0.081, 0.068, 0.129, 0.104, 0.094, 0.097, 0.091, -0.054, -0.196, 0.041, -0.617, 0.117, 0.001, -0.049, 0.084, 0.086, 0.066, 0.124, 0.116, 0.093, 0.097, 0.090, -0.069, -0.213, 0.039, -0.614, 0.119, 0.007, -0.033, 0.080, 0.078, 0.073, 0.122, 0.124, 0.096, 0.097, 0.092, -0.067, -0.216, 0.033, -0.613, 0.121, 0.014, -0.012, 0.081, 0.078, 0.074, 0.121, 0.123, 0.073, 0.108, 0.081, -0.069, -0.217, 0.035, -0.615, 0.117, 0.012, -0.034, 0.080, 0.078, 0.073, 0.120, 0.123, 0.093, 0.096, 0.089, -0.067, -0.212, 0.038, -0.615, 0.120, 0.002, -0.030, 0.082, 0.079, 0.073, 0.122, 0.123, 0.095, 0.097, 0.089]
}



{
  "formula": "C6H8N4S",
  "method": "wB97M-V/def2-TZVPD",
  "e_homo_ev": -18.399,
  "e_above_lowest_ev": 0.572,
  "total_charge": 2,
  "gap_ev": 8.583,
  "elements": ["C", "C", "C", "C", "C", "C", "N", "N", "N", "N", "S", "H", "H", "H", "H", "H", "H", "H", "H"],
  "coordinates": [[-0.50955, -1.10941, -0.86989], [0.71131, 2.27741, -0.09028], [1.52115, -2.05361, -0.11976], [1.26458, 0.22146, 0.43198], [-0.11608, 0.29782, -0.03127], [-2.96806, 0.03508, 0.20908], [0.50087, -1.95178, -0.84532], [-0.36156, 1.61766, -0.35911], [1.72818, 1.49339, 0.38317], [1.91567, -0.99002, 0.63467], [-1.43720, -0.82241, 0.64957], [-0.97403, -0.94746, -1.75544], [0.76698, 3.41786, -0.24042], [2.17175, -2.93862, -0.00265], [-2.73612, 0.67806, -0.65792], [-3.09022, 0.54830, 1.15844], [-3.83317, -0.54782, -0.12008], [2.53609, 1.85234, 0.71510], [2.90941, -1.07827, 0.91012]],
  "lowdin_charge": [-0.301, -0.054, -0.073, -0.101, -0.412, -0.180, 0.105, 0.137, 0.232, 0.194, 1.325, 0.123, 0.206, 0.187, 0.083, 0.074, 0.102, 0.148, 0.205]
}



{
  "formula": "CH3ClN2",
  "method": "wB97M-V/def2-TZVPD",
  "e_homo_ev": -10.318,
  "e_above_lowest_ev": 4.526,
  "total_charge": 0,
  "gap_ev": 11.198,
  "smiles": "ClN1CN1",
  "elements": ["Cl", "N", "C", "N", "H", "H", "H"],
  "coordinates": [[-2.90826, 0.02722, -0.11833], [-1.39150, 0.01900, 0.68443], [-0.24422, -0.31858, -0.13826], [-0.36624, 1.08184, -0.09244], [-0.56115, -0.72498, -1.07965], [0.51546, -0.98896, 0.58720], [0.13361, 1.68782, 0.61821]],
  "lowdin_charge": [0.540, -0.485, -0.396, -0.003, 0.070, 0.165, 0.108]
}



{
  "formula": "C3H5N3O",
  "method": "wB97M-V/def2-TZVPD",
  "e_homo_ev": -8.757,
  "e_above_lowest_ev": 4.552,
  "total_charge": 0,
  "gap_ev": 9.024,
  "elements": ["N", "C", "N", "C", "O", "C", "N", "H", "H", "H", "H", "H"],
  "coordinates": [[0.69011, 1.70022, 1.09469], [-0.59864, 1.55411, 0.76658], [-1.70799, 1.29295, 0.52262], [-1.05747, -0.94780, -0.51986], [-1.28657, -0.38418, -1.67570], [0.31576, -1.38662, -0.33369], [1.17852, -0.94479, 0.50041], [1.15454, 2.46489, 0.62445], [1.13905, 0.76893, 0.98467], [-2.23991, -0.19724, -1.68010], [0.44594, -2.34088, -0.86474], [1.96666, -1.57957, 0.58067]],
  "lowdin_charge": [0.084, -0.375, 0.129, -0.095, 0.021, -0.244, 0.053, 0.096, 0.037, 0.112, 0.119, 0.063]
}



| no. | strongest force on any atom (eV Å⁻¹) |
| --- | --- |
| 1 | 3.11 |
| 2 | 3.52 |
| 3 | 3.98 |
| 4 | 3.71 |
| 5 | 1.17 |